{"formula": "C40H60BCl36NO5", "method": "ωB97M-V/def2-TZVPD", "symbols": ["C", "C", "C", "C", "O", "C", "O", "B", "O", "O", "C", "C", "C", "C", "C", "C", "C", "C", "C", "C", "C", "C", "O", "C", "C", "C", "C", "C", "C", "C", "C", "C", "C", "C", "N", "H", "H", "H", "H", "H", "H", "H", "H", "H", "H", "H", "H", "H", "H", "H", "H", "H", "H", "H", "H", "H", "H", "H", "H", "H", "H", "H", "H", "H", "H", "H", "H", "H", "H", "H", "H", "H", "H", "H", "H", "H", "H", "H", "H", "H", "H", "H", "H", "C", "Cl", "Cl", "Cl", "H", "C", "Cl", "Cl", "Cl", "H", "C", "Cl", "Cl", "Cl", "H", "C", "Cl", "Cl", "Cl", "H", "C", "Cl", "Cl", "Cl", "H", "C", "Cl", "Cl", "Cl", "H", "C", "Cl", "Cl", "Cl", "H", "C", "Cl", "Cl", "Cl", "H", "C", "Cl", "Cl", "Cl", "H", "C", "Cl", "Cl", "Cl", "H", "C", "Cl", "Cl", "Cl", "H", "C", "Cl", "Cl", "Cl", "H"], "positions_angstrom": [[1.4508, -5.3140, 4.1439], [0.8951, -4.4113, 3.3598], [1.7479, -3.4473, 2.5919], [1.0794, -2.8405, 1.3517], [1.6238, -3.2493, 0.0919], [1.2078, -2.2930, -0.8571], [0.5198, -2.7578, -1.9829], [1.4521, -2.8915, -2.9947], [2.2922, -3.9975, -2.9518], [1.5614, -1.9609, -3.9907], [0.5393, -1.1149, -0.1043], [-1.0220, -1.4115, -0.0762], [-1.7582, -1.3261, 1.2689], [-3.2898, -1.0675, 1.1318], [-4.1133, -2.3487, 0.8138], [-5.2549, -1.9913, -0.1944], [-5.1435, -2.6819, -1.5785], [-4.3515, -1.7802, -2.5028], [-5.0565, -0.4373, -2.7481], [-4.0572, 0.6890, -2.9163], [-4.6813, 2.0731, -2.7456], [-5.3074, 2.3270, -1.3701], [-4.4628, 3.0441, -0.4868], [-3.7780, 2.0969, 0.3260], [0.6422, 0.2557, -0.8462], [2.0770, 0.8207, -0.9794], [2.6251, 1.7021, 0.1532], [1.6848, 2.6907, 0.7579], [1.8783, 4.0130, 0.4399], [1.1010, 4.9764, 0.9943], [0.0952, 4.6680, 1.8522], [-0.1194, 3.3623, 2.1800], [0.6838, 2.4053, 1.6322], [1.2457, -1.3164, 1.2417], [2.6967, -1.1641, 1.2962], [0.8644, -6.1034, 4.5530], [2.4914, -5.2251, 4.4020], [-0.1808, -4.4087, 3.2857], [2.0434, -2.6516, 3.2681], [2.6486, -3.9592, 2.2826], [0.0641, -3.2146, 1.3648], [2.1869, -1.9252, -1.2307], [3.1525, -3.6607, -2.6764], [2.4933, -1.7160, -4.0261], [-1.5071, -0.7037, -0.7377], [-1.2309, -2.4014, -0.4663], [-1.6870, -2.2846, 1.7680], [-1.3694, -0.5842, 1.9589], [-3.5973, -0.7247, 2.1115], [-3.4521, -0.3000, 0.3950], [-4.6030, -2.6948, 1.7164], [-3.4815, -3.1666, 0.4875], [-6.2177, -2.2743, 0.2161], [-5.2956, -0.9171, -0.3125], [-4.6005, -3.5976, -1.4283], [-6.1050, -2.9918, -1.9724], [-4.2670, -2.2723, -3.4682], [-3.3335, -1.6608, -2.1463], [-5.7752, -0.1980, -1.9751], [-5.6199, -0.5429, -3.6686], [-3.1915, 0.5460, -2.2793], [-3.6677, 0.6432, -3.9306], [-5.4572, 2.1827, -3.4973], [-3.9234, 2.8311, -2.9035], [-6.1662, 2.9716, -1.5275], [-5.6823, 1.4270, -0.8939], [-4.3119, 1.9034, 1.2540], [-3.6567, 1.1815, -0.2358], [-2.7856, 2.4392, 0.5689], [0.2969, 0.0622, -1.8589], [-0.0775, 0.9495, -0.4357], [2.1025, 1.4338, -1.8741], [2.7347, -0.0102, -1.1966], [3.4252, 2.3051, -0.2585], [3.0799, 1.1265, 0.9477], [2.6843, 4.2954, -0.2080], [1.2740, 6.0156, 0.7840], [-0.5356, 5.4341, 2.2989], [-0.9058, 3.0453, 2.8334], [0.5074, 1.3759, 1.8958], [0.8213, -0.8887, 2.1378], [3.1192, -0.9865, 0.4028], [2.9789, -0.4856, 1.9801], [-1.4761, 9.0545, 2.2713], [-1.0411, 9.6413, 3.8756], [-0.5941, 7.5637, 1.9198], [-3.2148, 8.7987, 2.1487], [-1.1909, 9.7994, 1.5411], [-0.3455, 4.3446, -3.2056], [0.2209, 5.9866, -3.5293], [0.2565, 3.2301, -4.4335], [0.1568, 3.8388, -1.5840], [-1.4262, 4.3442, -3.2479], [6.8838, 1.1134, -0.4579], [5.6845, -0.1442, -0.7837], [8.3435, 0.8415, -1.4046], [6.2120, 2.7126, -0.7865], [7.1450, 1.0600, 0.5885], [5.9053, -5.2211, -3.5637], [5.8828, -3.4688, -3.3131], [5.7899, -5.6013, -5.2774], [7.3554, -5.9292, -2.8608], [5.0434, -5.6438, -3.0652], [3.2171, 3.6226, 4.9996], [4.2030, 5.0415, 4.6140], [1.9154, 3.4613, 3.8106], [4.2203, 2.1587, 5.0118], [2.7944, 3.7492, 5.9875], [3.1220, 7.6103, 6.8928], [2.5891, 6.1641, 7.7550], [1.7371, 8.5477, 6.3339], [4.1736, 8.5907, 7.9136], [3.6878, 7.2951, 6.0278], [3.2700, -8.5805, -5.3300], [3.9484, -7.9986, -3.8103], [4.0766, -10.0613, -5.8451], [1.5326, -8.8335, -5.1814], [3.4388, -7.8232, -6.0838], [3.2640, 1.9688, -6.5630], [2.5918, 0.6042, -5.6704], [1.9594, 2.9370, -7.2414], [4.3036, 2.9482, -5.5266], [3.8620, 1.5834, -7.3770], [-5.8094, -6.7749, -1.5223], [-6.3100, -8.3671, -0.9565], [-7.2031, -5.8741, -2.1199], [-4.9774, -5.8517, -0.2597], [-5.1209, -6.9120, -2.3447], [-0.2447, -9.2360, 4.8310], [0.7755, -9.7408, 3.4846], [0.6926, -8.3683, 6.0352], [-1.5636, -8.2193, 4.2685], [-0.6615, -10.1201, 5.2930], [-8.1269, 5.8860, -1.4505], [-6.6518, 5.8676, -0.4885], [-7.8643, 5.1030, -3.0116], [-9.4514, 5.1093, -0.5811], [-8.4011, 6.9156, -1.6327], [7.5906, 3.2428, 4.2261], [7.7799, 4.9910, 4.2945], [7.5960, 2.6690, 2.5535], [8.8384, 2.4373, 5.1747], [6.6280, 2.9961, 4.6514]], "lowdin_charge": [-0.007, -0.163, -0.127, -0.270, 0.014, -0.308, 0.173, -0.817, 0.174, 0.180, -0.254, -0.093, -0.171, -0.179, -0.164, -0.177, -0.224, -0.191, -0.203, -0.207, -0.150, -0.238, -0.181, -0.091, -0.096, -0.159, -0.148, -0.311, -0.178, -0.181, -0.206, -0.215, -0.167, -0.247, 0.101, -0.018, 0.066, 0.097, 0.114, 0.121, 0.122, 0.144, 0.058, 0.079, 0.095, 0.120, 0.095, 0.100, 0.108, 0.046, 0.099, 0.089, 0.103, 0.070, 0.032, 0.088, 0.110, 0.100, 0.084, 0.116, 0.092, 0.114, 0.111, 0.107, 0.080, 0.103, 0.100, 0.037, 0.080, 0.123, 0.093, 0.098, 0.061, 0.064, 0.088, 0.117, 0.082, 0.015, 0.112, 0.108, 0.138, 0.031, 0.077, -1.520, 0.522, 0.639, 0.538, 0.013, -1.489, 0.535, 0.512, 0.722, 0.006, -1.553, 0.563, 0.547, 0.541, -0.057, -1.573, 0.538, 0.528, 0.547, -0.036, -1.448, 0.555, 0.765, 0.561, -0.012, -1.567, 0.530, 0.522, 0.533, -0.047, -1.551, 0.543, 0.530, 0.534, 0.004, -1.543, 0.549, 0.512, 0.526, 0.012, -1.534, 0.531, 0.536, 0.567, 0.014, -1.561, 0.527, 0.543, 0.527, 0.010, -1.554, 0.547, 0.524, 0.522, 0.009, -1.563, 0.524, 0.551, 0.540, -0.079], "molar_mass_g_mol": 1922.042, "energy_ev": -505663.49210, "largest_force_ev_per_a": 2.104}

=====

{"formula": "C4H7O2P", "method": "ωB97M-V/def2-TZVPD", "symbols": ["C", "C", "C", "C", "O", "O", "P", "H", "H", "H", "H", "H", "H", "H"], "positions_angstrom": [[0.4494, -0.0375, -1.9380], [-0.1114, -1.0158, -1.4653], [0.8191, 2.2827, 0.4192], [-0.8858, -1.9030, -0.5089], [1.2354, -0.0386, 2.0471], [-1.2564, -1.2796, 0.7358], [0.3448, 0.9158, 1.4274], [0.7881, 0.7615, -2.4984], [-0.0188, 2.8269, 0.0164], [1.8042, 2.6591, 0.0986], [-0.2146, -2.7115, -0.4433], [-1.7536, -2.2092, -1.0982], [-0.1070, -1.0829, 1.3223], [-1.0934, 0.8320, 1.8853]], "lowdin_spin": [0.022, 0.031, 0.867, 0.004, 0.275, 0.045, 0.626, 0.001, 0.041, 0.043, 0.000, 0.000, 0.004, 0.039], "s2": 2.008, "molar_mass_g_mol": 118.072, "e_above_lowest_kj_mol": 385.9, "multiplicity": 3, "largest_force_ev_per_a": 5.311}

=====

Which formula does entry 2 have?
C4H7O2P